The following is a quantum chemistry calculation of a cluster of 5 separate species, C67H47N2O13S2 in total in a non-equilibrium geometry, from OMol25.

## Properties
Calculated total energy: -121507.5739 eV
Molecular weight: 1152.2 g/mol
Net charge: -1
LUMO: -0.29 eV
HOMO level: -6.5 eV
HOMO-LUMO gap: 6.187 eV

Each line ends with the Mulliken charge.
CARTESIAN COORDINATES (ANGSTROEM)
1 C 10.12862 2.25313 2.62828  -1.18
2 C 9.14604 3.28010 1.82850  0.35
3 C 8.58272 4.30758 2.91697  -0.74
4 N 7.43125 5.15506 2.46414  -0.24
5 S 7.61980 5.76396 0.85746  1.22
6 O 9.04917 6.23363 0.63529  -0.75
7 O 7.24456 4.79056 -0.23106  -0.59
8 N 6.61703 7.14556 0.69465  -0.79
9 S 4.95394 6.75574 0.78045  1.21
10 O 4.20373 8.07816 0.61018  -0.84
11 O 4.45318 5.84901 -0.32484  -0.67
12 C 4.41389 6.10643 2.44828  -0.62
13 C 2.82568 6.05095 2.60084  0.50
14 O 2.23008 7.11646 2.90796  -0.61
15 C 1.95713 4.74276 2.33950  0.25
16 C 0.48156 4.78590 2.87899  -0.52
17 C -0.43580 3.56792 2.61828  -0.40
18 C 0.06978 2.32047 1.84286  -0.22
19 C 1.54844 2.30667 1.36438  -0.54
20 C 2.52833 3.50442 1.59529  -0.17
21 H 10.39010 1.35779 1.97143  0.33
22 H 11.08160 2.86272 2.84673  0.33
23 H 9.61049 1.95433 3.61321  0.30
24 H 8.29965 2.73228 1.29145  -0.40
25 H 9.81572 3.78827 1.04744  0.37
26 H 8.17820 3.66059 3.78948  0.35
27 H 9.43332 4.93184 3.39135  0.23
28 H 7.43585 6.00124 3.07297  0.30
29 H 4.86146 5.04625 2.55930  0.36
30 H 4.89637 6.80768 3.22656  0.39
31 H 0.14360 5.73036 3.44303  0.31
32 H -1.50686 3.63206 3.02836  0.27
33 H -0.62967 1.44016 1.67290  0.37
34 H 1.97061 1.40148 0.79225  0.28
35 H 3.60648 3.46838 1.22502  0.33
36 C 1.27975 9.31949 -1.85269  -0.81
37 C 1.97901 8.25164 -1.29246  -0.36
38 C 1.53960 6.94757 -1.49827  -0.50
39 C 0.39166 6.70861 -2.25541  0.00
40 C -0.32240 7.78092 -2.79610  0.30
41 C 0.13117 9.08659 -2.60249  -0.56
42 C -1.56770 7.54537 -3.55864  0.66
43 O -2.19166 8.48059 -4.03527  -0.71
44 C -2.05301 6.15579 -3.72869  0.20
45 C -3.25660 5.92172 -4.39612  -0.54
46 C -3.71358 4.61997 -4.57214  -0.54
47 C -2.96639 3.54713 -4.09087  -0.40
48 C -1.76994 3.77666 -3.42078  -0.58
49 C -1.31594 5.08272 -3.23005  0.05
50 C -0.05787 5.31760 -2.48346  0.44
51 O 0.59234 4.37782 -2.05947  -0.66
52 H 1.62821 10.33602 -1.69933  0.42
53 H 2.87004 8.43352 -0.69486  0.77
54 H 2.09207 6.11981 -1.06335  0.66
55 H -0.41152 9.92327 -3.03116  0.44
56 H -3.84208 6.75295 -4.77636  0.45
57 H -4.65239 4.44074 -5.08690  0.39
58 H -3.31978 2.53070 -4.23467  0.45
59 H -1.19428 2.93717 -3.04364  0.56
60 C -4.40496 -2.81207 3.90390  -0.52
61 C -5.44163 -3.60848 3.42207  -0.55
62 C -5.62033 -3.76554 2.05221  -0.57
63 C -4.76856 -3.11576 1.15825  0.22
64 C -3.74557 -2.29879 1.64082  0.43
65 C -3.55816 -2.15728 3.01640  -0.61
66 C -2.86581 -1.56457 0.70328  0.41
67 O -1.96978 -0.85360 1.12318  -0.68
68 C -3.09686 -1.70034 -0.75232  0.38
69 C -2.31273 -0.96960 -1.64642  -0.69
70 C -2.51374 -1.10072 -3.01641  -0.52
71 C -3.49142 -1.96828 -3.49861  -0.67
72 C -4.27836 -2.69377 -2.61100  -0.45
73 C -4.08888 -2.55372 -1.23528  0.32
74 C -4.95542 -3.30325 -0.29817  0.35
75 O -5.81498 -4.06013 -0.71920  -0.71
76 H -4.26053 -2.69732 4.97343  0.38
77 H -6.10983 -4.10911 4.11533  0.45
78 H -6.42710 -4.39184 1.68369  0.51
79 H -2.75575 -1.53388 3.39782  0.50
80 H -1.54699 -0.29413 -1.27775  0.61
81 H -1.90629 -0.52764 -3.70966  0.49
82 H -3.64294 -2.07558 -4.56796  0.39
83 H -5.04162 -3.36435 -2.99268  0.50
84 C -10.37938 -8.79379 4.75961  -0.50
85 C -11.41593 -9.59036 4.27802  -0.46
86 C -11.59492 -9.74723 2.90811  -0.55
87 C -10.74373 -9.09717 2.01404  0.21
88 C -9.72103 -8.28018 2.49618  0.21
89 C -9.53323 -8.13883 3.87190  -0.47
90 C -8.84144 -7.54534 1.55812  0.39
91 O -7.94522 -6.83428 1.97901  -0.69
92 C -9.07310 -7.68113 0.10263  0.18
93 C -8.28976 -6.95026 -0.79229  -0.69
94 C -8.49173 -7.08184 -2.16200  -0.59
95 C -9.46944 -7.94984 -2.64341  -0.47
96 C -10.25569 -8.67548 -1.75524  -0.66
97 C -10.06543 -8.53511 -0.37982  0.48
98 C -10.93126 -9.28476 0.55745  0.57
99 O -11.79044 -10.04157 0.13739  -0.68
100 H -10.23464 -8.67915 5.82911  0.40
101 H -12.08372 -10.09118 4.97159  0.39
102 H -12.40102 -10.37326 2.53887  0.46
103 H -8.73090 -7.51531 4.25306  0.48
104 H -7.52345 -6.27389 -0.42503  0.67
105 H -7.88495 -6.50862 -2.85557  0.47
106 H -9.62162 -8.05739 -3.71264  0.38
107 H -11.01900 -9.34638 -2.13636  0.46
108 C 7.16032 1.61092 -0.75208  0.06
109 C 7.21214 1.52105 -2.14125  -0.85
110 C 7.17536 0.27654 -2.76126  -0.64
111 C 7.09860 -0.88519 -1.99173  0.20
112 C 7.07124 -0.79652 -0.59887  0.31
113 C 7.09067 0.45516 0.01910  -0.70
114 C 7.03973 -2.02171 0.23071  0.48
115 O 7.01215 -1.94660 1.44768  -0.68
116 C 7.05104 -3.34239 -0.43978  0.16
117 C 7.07963 -4.50675 0.32936  -0.49
118 C 7.07706 -5.75144 -0.29129  -0.47
119 C 7.03657 -5.83816 -1.68111  -0.44
120 C 7.01363 -4.68053 -2.45078  -0.51
121 C 7.03061 -3.42989 -1.83117  0.15
122 C 7.04198 -2.20318 -2.66093  0.67
123 O 7.01089 -2.27978 -3.87839  -0.69
124 H 7.17994 2.58433 -0.27005  0.39
125 H 7.27911 2.42289 -2.74105  0.52
126 H 7.21083 0.21374 -3.84426  0.45
127 H 7.05607 0.53132 1.10147  0.55
128 H 7.10804 -4.44637 1.41278  0.45
129 H 7.10456 -6.65550 0.30880  0.38
130 H 7.02731 -6.80978 -2.16494  0.39
131 H 6.98699 -4.75430 -3.53334  0.45